[1]
C3H4N2O3P | ωB97M-V with the def2-TZVPD basis set

```
13
Properties=species:S:1:pos:R:3:forces:R:3:mulliken_charge:R:1
C 2.095764 0.744372 -0.745304 0.64 0.44 -0.58 0.33
C 1.365820 -0.050286 1.436312 0.05 -0.21 -1.42 -0.73
C 1.081834 0.568723 0.268361 -1.76 -0.06 -1.02 0.31
N 2.898156 0.968387 -1.550435 -0.63 -0.34 0.68 -0.50
N -1.606067 -0.976065 -1.124351 -0.36 0.29 0.06 -0.59
O -2.782792 0.983529 0.028618 -0.58 1.20 -0.30 -0.72
O -1.261212 -0.535912 1.447528 -0.03 0.25 -0.38 -0.75
O -0.204366 1.020383 -0.333359 2.95 -0.55 2.50 -0.33
P -1.577258 0.170591 0.170315 -0.08 -2.05 -0.27 0.86
H 0.579589 -0.226586 2.123872 -0.62 0.06 0.47 0.45
H 2.258876 -0.684906 1.569919 -0.04 1.13 -0.28 0.23
H -2.179078 -0.682672 -1.935737 0.93 -0.19 0.83 0.23
H -0.669267 -1.299562 -1.355736 -0.47 0.04 -0.30 0.22
```
Positions in Å, forces in eV/Å.

The relative energy (zero: lowest compared OMol25 entry of this formula, charge and spin) is 4.0 kcal/mol. The LUMO energy is 3.7726 eV. For the electronic energy, the calculation gives -793.44616 a.u. As for the structure (SMILES): C=C(C#N)O[P@](N)(=O)[O-]. As for the charge: -1. Its largest force on an atom is 3.907 eV/A.


[2]
C3H4N2OS | ωB97M-V with the def2-TZVPD basis set

```
11
Properties=species:S:1:pos:R:3:forces:R:3:mulliken_charge:R:1
C -0.547069 1.551547 -1.097135 1.80 -0.28 -3.87 0.19
C -0.468150 0.690805 0.101062 0.43 -1.85 -0.75 0.47
C 0.417477 -1.231988 1.039524 -0.55 -1.90 -2.79 -0.81
N -0.078383 1.228379 -2.249438 -0.55 -0.78 3.11 -0.44
N 0.161176 -0.489503 -0.191785 -0.35 0.30 0.96 -0.09
O -0.916848 0.940820 1.192094 -0.06 0.61 0.21 -0.58
S 0.889260 -1.194109 -1.546844 -1.50 3.39 -0.78 -0.04
H -0.877680 2.570786 -0.942028 -0.38 0.22 -0.13 0.40
H 1.101009 -0.661239 1.546619 2.02 0.84 1.68 0.33
H -0.505795 -1.236890 1.582529 -0.38 -0.83 0.43 0.32
H 0.825004 -2.168606 0.565402 -0.46 0.28 1.93 0.25
```
Positions in Å, forces in eV/Å.

The relative energy (zero: lowest compared OMol25 entry of this formula, charge and spin) is 106.7 kcal/mol. The LUMO energy (spin up / spin down) is -2.7336 / -2.7317 eV. For the electronic energy, the calculation gives -699.50212 a.u. Its largest force on an atom is 4.279 eV/A.


[3]
C3H4N2OS | ωB97M-V with the def2-TZVPD basis set

```
11
Properties=species:S:1:pos:R:3:forces:R:3:mulliken_charge:R:1
C -0.245127 -1.573215 -0.707702 0.39 0.27 -0.71 0.60
C -0.779544 -1.214388 0.370688 -2.29 -0.33 3.72 -0.48
C -1.148100 0.210684 0.591621 1.49 0.12 1.39 -0.90
N 2.549367 0.325832 -0.936514 -0.83 3.24 1.23 -0.12
N 2.219954 1.355241 -0.558761 1.21 -4.48 -1.68 0.20
O 0.275254 -1.623158 -1.718706 1.30 -0.93 -2.72 -0.36
S 1.696846 2.728017 -0.068046 -0.33 1.26 0.46 -0.08
H -1.009017 -1.870479 1.188618 0.22 -0.58 -0.08 0.33
H -2.155610 0.385618 0.969656 0.30 -0.20 0.47 0.34
H -1.121180 0.663243 -0.340541 0.16 1.40 -1.73 0.30
H -0.282843 0.612605 1.209687 -1.61 0.21 -0.36 0.16
```
Positions in Å, forces in eV/Å.

The relative energy (zero: lowest compared OMol25 entry of this formula, charge and spin) is 64.3 kcal/mol. The LUMO energy is 0.4383 eV. For the electronic energy, the calculation gives -699.56968 a.u. As for the structure (SMILES): N#[N+][S-].CC=C=O. Its largest force on an atom is 4.937 eV/A.


- Which formula does entry 3 have?
  C3H4N2OS